1.
ORCA calculation (the ωB97M-V functional and the def2-TZVPD basis) on C15H32I2N4O3P as an isolated structure.

Results
* energy above the lowest of the compared OMol25 structures with the same formula, charge and spin: 0.416 eV
* Kohn-Sham gap: 7.56 eV
* LUMO: -3.67 eV
* electronic energy: -53660.0170 eV
* highest occupied orbital energy: -11.232 eV

```
! wB97M-V def2-TZVPD RIJCOSX def2/J DEFGRID3
* xyz 1 1
I -2.67439 -2.44555 1.79216
I -4.96847 -4.80510 0.48301
P -0.60844 -3.41962 -0.61891
O 2.95354 5.33266 2.81544
O -7.29488 -3.32264 -2.31636
O 3.44188 -0.24592 -0.13836
N 3.20371 1.85234 0.60158
N -5.78526 -1.73724 -1.85619
N 0.61883 -3.94436 0.36849
N 3.44456 7.13065 1.57087
C -2.71764 -5.41347 -1.55089
C 1.72342 -4.14025 -0.27605
C -2.20013 -3.65202 0.11562
C -5.22351 -0.39942 -1.82361
C 2.37770 -3.14943 -1.17137
C -3.06200 -4.53361 -0.36717
C 2.65166 2.93525 1.41296
C 4.78318 6.67832 3.57454
C 1.80356 0.10674 1.58197
C -7.86131 -1.10262 -3.01150
C 2.87744 0.54841 0.61476
C 2.44270 -5.43549 -0.08136
C 4.16980 8.33314 1.19699
C 3.65787 6.31832 2.63614
C -6.97716 -2.14688 -2.37591
H 4.82768 5.94091 4.36999
H 3.47810 9.17598 1.17120
H -4.26722 -0.39593 -2.35144
H -5.05072 -0.10592 -0.78619
H 1.88544 2.57696 2.09074
H 3.47405 -5.30389 -0.39913
H -1.93895 -6.12049 -1.27616
H 1.99975 -6.17628 -0.74645
H 3.92652 2.07816 -0.06474
H -8.13852 -0.34252 -2.28000
H 1.65167 -0.96529 1.47870
H 4.96732 8.55043 1.89836
H 2.22232 3.68560 0.75098
H 4.59624 8.20080 0.20177
H 1.72429 -2.68549 -1.91091
H -0.46180 -4.05786 -1.85402
H -8.76510 -1.58167 -3.37421
H -3.58904 -5.94537 -1.91141
H 0.86384 0.61580 1.36424
H 3.44847 3.39057 1.98669
H -5.25698 -2.49284 -1.45051
H 4.60883 7.65910 4.01772
H -2.35700 -4.77652 -2.35218
H -0.42932 -2.04538 -0.87860
H 5.73601 6.67757 3.04385
H 2.88726 -2.35770 -0.59199
H 2.67861 6.83532 0.98596
H 2.10621 0.31692 2.60747
H 3.16290 -3.64583 -1.73447
H -5.88629 0.32121 -2.28939
H -7.35159 -0.63473 -3.85472
H 2.47035 -5.73387 0.96200
*
```

2.
ORCA calculation (the ωB97M-V functional and the def2-TZVPD basis) on C15H32MnO4P2 as an isolated structure.

Results
* expectation value of S²: 3.80
* Kohn-Sham gap (alpha / beta): 7.52 / 4.19 eV
* LUMO (alpha / beta): -16.48 / -19.71 eV
* electronic energy: -74111.3924 eV
* highest occupied orbital energy (alpha / beta): -24.003 / -23.898 eV

```
! wB97M-V def2-TZVPD RIJCOSX def2/J DEFGRID3
* xyz 4 4
Mn -0.09194 -0.18226 0.69680
P -0.15144 -0.36619 4.08722
P 0.04085 0.29315 -1.52375
O -0.37850 2.65780 1.36815
O -3.06038 -0.49308 0.64114
O 2.78082 0.49436 1.34635
O -0.16961 -0.82067 2.63401
C 1.47327 0.29120 4.47151
C -1.37883 -2.04599 -2.30985
C -1.26199 1.10385 -3.89641
C 0.78691 -2.30091 -1.01605
C 1.50817 0.99537 -2.43352
C 0.04385 -1.49754 -2.08450
C 1.74617 2.46178 -2.04219
C -0.50524 -1.83833 5.04350
C -1.40783 1.06869 -2.36688
C -1.39434 0.89560 4.37348
C -0.30206 1.51585 1.14026
C -1.91040 -0.33008 0.50501
C -1.77755 2.44540 -1.82236
C 1.71051 0.20483 1.02103
C 2.77370 0.16541 -2.26521
H 3.08462 0.10895 -1.21415
H 0.60451 -1.48418 -3.03019
H 0.71501 -3.36746 -1.23449
H 2.17704 -0.48683 4.14673
H 0.25319 -2.57028 4.72463
H -0.21059 -4.39278 -0.15445
H -0.49778 -1.77264 6.14050
H 2.63663 2.81699 -2.59186
H 1.95151 2.55294 -0.95818
H 3.57050 0.66397 -2.83036
H -1.84185 -1.60749 -3.21427
H -1.31252 -3.14429 -2.42873
H 1.62426 1.20444 3.88314
H -1.04193 3.21307 -2.09789
H -1.50379 -2.16750 4.71968
H 1.16440 0.94222 -3.47788
H -1.89046 2.45165 -0.73198
H -2.25354 1.36649 -4.30088
H -1.43051 1.16808 5.43363
H -1.14140 1.76952 3.76175
H 1.57230 0.49961 5.54097
H 1.85010 -2.06125 -0.93972
H -2.73883 2.74043 -2.27002
H -2.02530 -1.83753 -1.43084
H -2.35559 0.47273 4.05450
H 2.65903 -0.84598 -2.66973
H -0.17563 -4.28738 0.58851
H 0.89614 3.11376 -2.30966
H 0.33035 -2.16623 -0.00997
H -0.54880 1.88002 -4.23227
H -0.96206 0.12486 -4.30750
H -2.23314 0.38383 -2.12675
*
```

3.
ORCA calculation (the ωB97M-V functional and the def2-TZVPD basis) on C15H32N3O6V as an isolated structure.

Results
* expectation value of S²: 3.76
* Kohn-Sham gap (alpha / beta): 7.27 / 7.21 eV
* LUMO (alpha / beta): -3.63 / -3.69 eV
* electronic energy: -58511.8099 eV
* highest occupied orbital energy (alpha / beta): -10.893 / -10.894 eV

```
! wB97M-V def2-TZVPD RIJCOSX def2/J DEFGRID3
* xyz 1 4
V -2.16246 -0.13470 0.38511
O 3.59133 2.57060 -3.01202
O -0.32259 -0.70328 -0.44588
O -2.26094 -0.85895 2.37270
O 1.85207 1.19847 -3.36057
O 0.47959 -4.24429 -4.74479
O -1.48120 1.86271 0.97246
N -0.45683 -2.64676 -3.45732
N -0.33299 3.62591 1.70153
N -3.27752 -2.40731 3.68216
C -1.20512 -2.05922 -4.54376
C 1.99396 2.51200 -1.28755
C -4.58970 -2.29375 3.05725
C 1.78923 -0.89476 0.74877
C -0.90167 -1.86005 4.02064
C 0.30642 -3.75052 -3.64257
C 3.32972 2.91599 -0.66685
C -1.38156 3.08723 1.07689
C 0.64621 2.75403 2.34412
C -2.35331 4.02849 0.42455
C 4.07724 3.35876 -1.93033
C -2.22527 -1.67651 3.32623
C 0.75461 -1.54011 -0.16635
C 2.39772 2.02670 -2.68351
C 1.05862 -4.32599 -2.46541
H -3.35399 3.61216 0.51364
H -0.87531 -1.04438 -4.76420
H 0.39946 -2.49266 0.25223
H 1.17049 3.34357 3.09237
H -4.59292 -1.49334 2.33388
H 5.13971 3.13734 -1.78597
H 0.12788 1.92525 2.82614
H 3.81917 2.03852 -0.24596
H 1.43327 -0.88181 1.79031
H -2.04127 4.10737 -0.62064
H -0.99052 -2.70056 4.71191
H -3.10804 -3.01657 4.46659
H -2.28497 -2.14273 -4.39778
H 1.86415 -3.69010 -2.10366
H 1.31433 -1.81008 -1.07431
H 1.37059 -5.31013 -2.79331
H -0.79067 -2.42335 -2.53402
H -2.36104 5.05471 0.78657
H 3.27094 3.73338 0.04719
H 4.05955 4.43783 -2.09344
H 2.63622 -1.58810 0.85847
H 0.39197 -4.38741 -1.59528
H 1.38195 1.80223 -0.73227
H 2.20180 0.07492 0.49877
H -1.02404 -2.65282 -5.44069
H -0.20797 4.61245 1.82936
H 1.34847 2.29671 1.64610
H 1.29617 3.34145 -1.46239
H -0.16226 -2.10542 3.25875
H -4.87358 -3.27720 2.68424
H -5.33698 -2.08468 3.82525
H -0.54812 -0.96125 4.51666
*
```

4.
ORCA calculation (the ωB97M-V functional and the def2-TZVPD basis) on C15H32O4P2Ti as an isolated structure.

Results
* Kohn-Sham gap (alpha / beta): 5.20 / 5.20 eV
* LUMO (alpha / beta): -18.22 / -18.23 eV
* electronic energy: -65907.7660 eV
* highest occupied orbital energy (alpha / beta): -23.423 / -23.423 eV

```
! wB97M-V def2-TZVPD RIJCOSX def2/J DEFGRID3
* xyz 4 1
Ti 0.32804 -0.53698 -0.34471
P 1.80403 -1.30188 2.64949
P -1.11205 0.84701 -1.87877
O 1.16560 2.45191 0.41219
O -2.61224 -1.27335 0.71690
O 2.00663 -2.52275 -2.12802
O 0.85129 -0.82468 1.54169
C 1.39107 -1.79693 -1.44315
C -0.56013 2.51618 -4.17216
C 0.91812 -1.60440 4.17383
C -1.55692 -1.12128 0.19599
C 2.98029 0.02919 3.09482
C -2.32836 2.20999 -1.52360
C 2.50225 -2.83043 1.99105
C 1.14488 0.83452 -3.47844
C -3.46364 1.79345 -0.57079
C -3.49990 -0.47546 -2.77313
C -2.02015 -0.24242 -3.09876
C 0.06697 1.78853 -2.96613
C 0.93125 1.36317 0.00606
C -1.65037 3.49453 -1.02332
C -1.32901 -1.59528 -3.31143
H 1.63196 -3.35121 1.57303
H -3.63426 -1.01317 -1.82499
H -1.44535 3.09979 -3.88685
H 1.29854 -2.51368 4.64834
H -0.92024 3.24254 -0.23552
H -3.89985 -1.14084 -3.54906
H -1.19190 4.01174 -1.87913
H -0.27410 -1.50961 -3.59183
H -1.96568 0.31459 -4.04925
H -2.78648 2.44643 -2.50517
H -3.46567 2.41092 0.34950
H 0.50163 2.56556 -2.30645
H -1.42080 -2.23928 -2.42747
H -2.41784 4.15307 -0.58069
H -2.19890 2.39867 2.27711
H 3.36791 0.49098 2.17682
H -1.56286 2.26729 1.80776
H -4.41723 1.94941 -1.10323
H 2.95591 -3.42561 2.78826
H 1.98037 1.43139 -3.86888
H 3.22496 -2.62645 1.19165
H -4.08812 0.45114 -2.77825
H 0.18744 3.22396 -4.56768
H -3.39841 0.72549 -0.31957
H 1.12269 -0.80149 4.89177
H -0.78374 1.80707 -4.98541
H 1.56638 0.19168 -2.68879
H -1.83574 -2.11808 -4.13605
H 2.44340 0.81611 3.65392
H 3.81764 -0.33402 3.71736
H 0.77549 0.21455 -4.31438
H -0.14707 -1.71416 3.93971
*
```

Q: Which of these has the lowest electronic energy?
A: C15H32MnO4P2